No. 1
Molecular formula: C46H34BrOP2RuSSbSe4
Method: DFT, ωB97M-V/def2-TZVPD

For the frontier orbital gap (alpha / beta), the calculation gives 4.242 / 4.904 eV. The calculation puts the energy above the lowest of the compared OMol25 structures with the same formula, charge and spin at 282.15 kJ/mol. For the highest occupied orbital energy (alpha / beta), the calculation gives -2.19 / -4.67 eV. For the total energy, the calculation gives -420259.9014 eV. Its expectation value of S² is 8.809.

The geometry in ORCA input format:
```
! RIJCOSX wB97M-V def2-TZVPD def2/J DEFGRID3
* xyz -1 6
Ru -0.12 0.03 -1.08
O 2.80 -0.96 -2.01
S 2.02 -0.50 -0.86
C 2.19 -1.74 0.40
C 3.42 -2.27 0.76
C 3.50 -3.26 1.71
C 2.34 -3.76 2.31
C 1.11 -3.27 1.94
C 1.01 -2.25 0.99
P -0.56 -1.50 0.55
C -1.20 -0.85 2.14
C -0.59 -1.16 3.35
C -1.18 -0.77 4.54
C -2.36 -0.04 4.53
C -2.95 0.29 3.33
C -2.38 -0.12 2.14
C -1.75 -2.86 0.33
C -3.10 -2.57 0.13
C -4.01 -3.57 -0.17
C -3.57 -4.88 -0.27
C -2.23 -5.18 -0.09
C -1.32 -4.18 0.18
C 2.85 0.93 -0.25
C 4.24 0.97 -0.30
C 4.91 2.12 0.02
C 4.19 3.28 0.34
C 2.81 3.26 0.36
C 2.11 2.08 0.09
P 0.32 1.88 0.29
C 0.26 1.91 2.11
C -0.71 2.62 2.81
C -0.64 2.70 4.19
C 0.37 2.05 4.88
C 1.31 1.31 4.19
C 1.26 1.24 2.81
C -0.37 3.53 -0.15
C -0.01 4.64 0.62
C -0.39 5.91 0.22
C -1.21 6.10 -0.88
C -1.66 5.00 -1.58
C -1.21 3.74 -1.24
H 4.32 -1.90 0.27
H 4.47 -3.65 2.00
H 2.41 -4.54 3.06
H 0.20 -3.66 2.39
H 0.34 -1.69 3.38
H -0.70 -1.04 5.47
H -2.80 0.27 5.46
H -3.87 0.87 3.30
H -2.85 0.17 1.21
H -3.45 -1.54 0.17
H -5.04 -3.31 -0.38
H -4.27 -5.67 -0.52
H -1.88 -6.19 -0.20
H -0.26 -4.42 0.23
H 4.77 0.08 -0.62
H 5.99 2.15 -0.01
H 4.71 4.20 0.54
H 2.28 4.17 0.57
H -1.52 3.11 2.28
H -1.40 3.25 4.73
H 0.41 2.10 5.96
H 2.08 0.77 4.72
H 2.01 0.66 2.28
H 0.52 4.53 1.55
H -0.05 6.76 0.80
H -1.53 7.09 -1.16
H -2.38 5.10 -2.39
H -1.59 2.92 -1.85
Br 0.59 1.52 -2.83
C 1.01 0.25 -4.15
C 1.63 0.67 -5.29
C 1.82 -0.27 -6.31
C 1.41 -1.56 -6.13
C 0.78 -1.98 -4.94
C 0.32 -3.30 -4.79
C -0.42 -3.63 -3.69
C -0.66 -2.69 -2.68
C -0.13 -1.42 -2.70
C 0.56 -1.05 -3.89
H 1.94 1.70 -5.41
H 2.27 0.05 -7.24
H 1.51 -2.28 -6.93
H 0.54 -4.01 -5.57
H -0.83 -4.63 -3.57
H -1.31 -3.00 -1.87
Se -6.09 -1.09 -2.10
Sb -4.51 0.78 -1.94
Se -2.11 0.43 -1.42
Se -3.77 2.66 0.57
Se -4.96 2.36 -3.73
*
```

***

No. 2
Molecular formula: C46H35N11Ti
Method: DFT, ωB97M-V/def2-TZVPD

For the frontier orbital gap (alpha / beta), the calculation gives 4.453 / 4.454 eV. The calculation puts the energy above the lowest of the compared OMol25 structures with the same formula, charge and spin at 94.80 kJ/mol. For the highest occupied orbital energy (alpha / beta), the calculation gives -11.47 / -11.48 eV. For the total energy, the calculation gives -87766.8996 eV.

The geometry in ORCA input format:
```
! RIJCOSX wB97M-V def2-TZVPD def2/J DEFGRID3
* xyz 2 1
Ti 13.31 11.50 13.38
C 15.05 13.35 19.43
C 16.37 13.43 18.90
C 16.55 13.36 17.50
C 15.41 13.11 16.72
C 15.27 12.76 15.31
N 16.34 12.82 14.49
C 16.26 12.39 13.27
C 17.30 12.63 12.22
C 18.50 13.31 12.29
C 19.30 13.36 11.14
C 18.85 12.79 9.94
C 17.63 12.14 9.87
C 16.87 12.06 11.04
C 15.51 11.53 11.28
N 14.72 11.04 10.33
C 13.41 10.84 10.46
N 12.65 11.08 11.57
C 11.29 10.98 11.23
N 10.27 11.32 11.96
C 10.34 11.87 13.21
N 11.48 11.90 14.01
C 11.09 12.60 15.15
N 11.91 12.85 16.22
C 13.19 12.70 16.18
N 14.00 12.41 15.07
C 14.12 13.02 17.28
C 13.91 13.17 18.64
C 9.74 13.03 15.03
C 8.85 13.75 15.87
C 7.60 14.00 15.43
C 7.16 13.60 14.15
C 7.95 12.85 13.36
C 9.28 12.54 13.83
C 11.23 10.43 9.89
C 10.16 10.05 9.09
C 10.48 9.50 7.85
C 11.79 9.33 7.38
C 12.83 9.80 8.19
C 12.55 10.33 9.45
N 15.21 11.67 12.62
H 14.89 13.45 20.50
H 17.23 13.47 19.53
H 17.51 13.46 17.07
H 18.83 13.72 13.24
H 20.26 13.82 11.13
H 19.47 12.87 9.06
H 17.27 11.67 8.98
H 12.94 13.12 19.13
H 9.19 14.07 16.87
H 6.83 14.53 16.03
H 6.14 13.91 13.86
H 7.65 12.51 12.34
H 9.13 10.18 9.36
H 9.66 9.16 7.22
H 12.01 8.94 6.42
H 13.84 9.69 7.83
N 13.83 17.65 11.02
C 13.66 16.41 11.53
C 13.42 15.34 10.69
C 13.24 14.11 11.25
N 13.20 13.82 12.56
C 13.39 14.87 13.40
C 13.65 16.15 12.91
H 14.12 17.68 10.06
H 14.25 18.39 11.56
H 13.40 15.49 9.61
H 13.04 13.26 10.61
H 13.31 14.69 14.48
H 13.80 16.98 13.57
C 10.48 8.03 17.22
N 10.81 9.10 16.23
C 10.38 8.71 14.84
C 12.27 9.59 16.31
C 13.20 8.88 15.33
C 13.69 7.63 15.71
C 14.54 6.89 14.85
C 14.78 7.42 13.58
C 14.27 8.67 13.23
C 13.50 9.45 14.08
H 9.44 7.76 17.15
H 10.61 8.34 18.23
H 11.11 7.16 16.97
H 10.27 9.92 16.51
H 10.67 7.63 14.71
H 10.90 9.29 14.12
H 9.29 8.84 14.82
H 12.58 9.47 17.35
H 12.22 10.65 16.13
H 13.41 7.18 16.65
H 14.94 5.92 15.15
H 15.38 6.80 12.94
H 14.59 9.04 12.26
*
```

***

No. 3
Molecular formula: C46H35N6NiO3SSi
Method: DFT, ωB97M-V/def2-TZVPD

For the frontier orbital gap (alpha / beta), the calculation gives 3.332 / 6.303 eV. For the highest occupied orbital energy (alpha / beta), the calculation gives -1.89 / -4.84 eV. For the total energy, the calculation gives -123110.3718 eV. Its expectation value of S² is 2.034.

The geometry in ORCA input format:
```
! RIJCOSX wB97M-V def2-TZVPD def2/J DEFGRID3
* xyz -1 3
Ni 1.00 -1.10 0.68
O 4.86 -1.15 -0.75
C 3.66 -1.08 -0.57
N 2.96 -1.14 0.65
C 3.62 -1.02 1.88
O 4.82 -0.93 2.11
C 2.64 -0.96 3.02
C 3.05 -0.96 4.36
C 2.11 -0.91 5.37
C 0.77 -0.88 5.03
C 0.41 -0.97 3.69
N 1.33 -1.02 2.72
C 2.68 -0.91 -1.72
C 3.10 -0.82 -3.04
C 2.11 -0.74 -4.03
C 0.77 -0.68 -3.67
C 0.44 -0.79 -2.32
N 1.37 -0.90 -1.37
H 4.13 -0.97 4.55
H 2.44 -0.88 6.41
H -0.03 -0.85 5.76
H -0.63 -1.02 3.38
H 4.15 -0.84 -3.28
H 2.40 -0.68 -5.07
H 0.02 -0.51 -4.44
H -0.60 -0.83 -2.01
C -7.60 1.28 -2.54
C -7.72 -0.25 -2.35
O -7.73 -1.05 -3.25
S -7.88 -0.83 -0.64
C -6.16 -0.80 -0.31
C -5.34 -1.53 -1.19
C -3.97 -1.49 -0.99
C -3.44 -0.91 0.19
C -4.30 -0.19 1.05
C -5.65 -0.15 0.81
C -2.10 -1.15 0.53
C -0.86 -1.30 0.68
H -7.53 1.43 -3.63
H -6.69 1.69 -2.04
H -8.48 1.85 -2.15
H -5.82 -2.04 -2.02
H -3.31 -1.94 -1.72
H -3.85 0.33 1.91
H -6.34 0.37 1.46
N 2.06 6.17 0.06
C 1.73 7.53 0.29
C 2.31 8.73 -0.11
C 1.60 9.88 0.28
C 0.47 9.85 1.08
C -0.05 8.65 1.57
C 0.57 7.48 1.14
N 0.20 6.17 1.35
C 1.08 5.43 0.66
C 1.07 4.01 0.68
C 2.09 3.28 0.06
C 2.07 1.90 0.18
N 1.06 1.22 0.75
C 0.07 1.94 1.31
C 0.04 3.33 1.32
H 2.75 5.86 -0.61
H 3.20 8.77 -0.73
H 2.01 10.83 -0.05
H -0.05 10.76 1.35
H -0.93 8.63 2.23
H 2.89 3.78 -0.51
H 2.94 1.33 -0.13
H -0.79 1.39 1.69
H -0.72 3.87 1.88
C 4.86 -4.85 -1.66
C 3.80 -4.33 -2.38
C 2.59 -4.04 -1.77
C 2.47 -4.13 -0.38
C 3.51 -4.73 0.32
C 4.68 -5.11 -0.30
Si 0.98 -3.30 0.54
C -0.51 -4.22 -0.10
C -0.84 -4.10 -1.44
C -2.04 -4.64 -1.88
C -2.96 -5.21 -0.98
C -2.59 -5.35 0.36
C -1.35 -4.86 0.79
H 5.80 -5.06 -2.15
H 3.92 -4.13 -3.45
H 1.79 -3.67 -2.41
H 3.42 -4.93 1.38
H 5.48 -5.56 0.28
H 1.15 -3.87 1.93
H -0.18 -3.62 -2.16
H -2.28 -4.56 -2.95
H -3.94 -5.52 -1.35
H -3.23 -5.84 1.08
H -1.04 -4.94 1.83
*
```

***

No. 4
Molecular formula: C46H36BrF6IN7O4S2SeYb
Method: DFT, ωB97M-V/def2-TZVPD

For the frontier orbital gap (alpha / beta), the calculation gives 4.463 / 4.371 eV. For the highest occupied orbital energy (alpha / beta), the calculation gives -5.31 / -5.31 eV. For the total energy, the calculation gives -279898.7157 eV. Its expectation value of S² is 0.751.

The geometry in ORCA input format:
```
! RIJCOSX wB97M-V def2-TZVPD def2/J DEFGRID3
* xyz 0 2
Yb 0.23 -0.41 0.37
C -2.21 -0.38 3.02
N -0.80 -0.92 3.01
C -0.84 -2.32 2.62
C 0.58 -2.85 2.48
C 0.99 -3.99 3.18
C 2.19 -4.52 2.88
C 3.11 -3.78 2.18
C 2.68 -2.63 1.54
N 1.42 -2.16 1.68
C -0.02 -0.63 4.27
C -0.17 0.73 4.84
C -0.65 0.83 6.17
C -0.59 2.04 6.83
C -0.24 3.15 6.06
C 0.14 2.97 4.73
N 0.21 1.79 4.13
C -2.51 0.68 1.98
C -3.54 1.58 2.24
C -3.88 2.53 1.29
C -2.95 2.81 0.23
C -1.95 1.90 0.06
N -1.75 0.81 0.87
H -2.48 -0.08 4.07
H -2.91 -1.25 2.79
H -1.38 -2.44 1.64
H -1.40 -2.98 3.33
H 0.36 -4.48 3.87
H 2.47 -5.53 3.15
H 4.17 -4.14 2.13
H 3.39 -2.01 0.99
H 1.04 -0.80 3.99
H -0.23 -1.39 5.01
H -0.84 -0.15 6.72
H -0.87 2.16 7.88
H -0.26 4.20 6.38
H 0.51 3.83 4.20
H -4.19 1.49 3.09
H -4.78 3.12 1.37
H -2.93 3.66 -0.48
H -1.22 2.02 -0.74
C 2.69 3.70 1.06
C 3.19 4.13 -0.14
C 2.93 3.37 -1.31
C 2.11 2.21 -1.24
C 1.72 1.73 0.01
C 1.94 2.49 1.13
C 1.52 1.74 -2.48
C 2.31 1.83 -3.68
C 1.77 1.62 -4.90
C 0.37 1.35 -4.95
C -0.41 1.35 -6.15
C -1.75 1.09 -6.14
C -2.40 0.75 -4.95
C -1.74 0.85 -3.71
C -0.34 1.19 -3.70
N 0.25 1.32 -2.50
H 2.77 4.22 2.04
H 3.78 4.99 -0.17
H 3.33 3.73 -2.26
H 1.51 2.21 2.10
H 3.39 2.00 -3.56
H 2.36 1.57 -5.82
H 0.18 1.52 -7.02
H -2.37 1.20 -7.00
H -3.39 0.29 -5.04
H -2.23 0.48 -2.82
F -1.33 -2.29 -3.98
C -1.74 -3.26 -3.08
F -1.64 -4.52 -3.62
F -3.05 -3.00 -2.90
S -0.59 -3.10 -1.57
O -0.89 -1.73 -1.02
O -0.76 -4.23 -0.71
N 0.82 -3.12 -2.22
S 1.95 -1.94 -2.25
O 2.13 -1.37 -3.56
O 1.84 -1.06 -1.07
C 3.50 -3.02 -2.02
F 4.60 -2.19 -2.00
F 3.47 -3.93 -3.08
F 3.43 -3.75 -0.87
Br -8.72 -2.81 -2.46
C -8.26 -1.22 -3.31
C -8.87 -0.91 -4.55
C -8.36 0.10 -5.33
C -7.18 0.77 -4.95
C -6.69 0.61 -3.66
C -7.23 -0.40 -2.83
I -6.58 -0.50 -0.79
H -9.66 -1.50 -4.89
H -8.85 0.49 -6.24
H -6.66 1.40 -5.71
H -5.88 1.17 -3.21
Se 4.36 0.07 3.53
C 6.20 -0.04 3.01
C 6.48 0.34 1.67
C 7.83 0.57 1.35
N 8.81 0.10 2.15
C 8.57 -0.36 3.36
C 7.24 -0.40 3.85
H 5.68 0.35 0.93
H 8.17 0.79 0.34
H 9.43 -0.69 3.93
H 7.00 -0.81 4.84
*
```

***

No. 5
Molecular formula: C46H36CoF5IN9OP2Se3
Method: DFT, ωB97M-V/def2-TZVPD

For the frontier orbital gap (alpha / beta), the calculation gives 4.489 / 4.355 eV. The calculation puts the energy above the lowest of the compared OMol25 structures with the same formula, charge and spin at 8.81 kJ/mol. For the highest occupied orbital energy (alpha / beta), the calculation gives -3.26 / -3.26 eV. For the total energy, the calculation gives -337675.1963 eV. Its expectation value of S² is 3.761.

The geometry in ORCA input format:
```
! RIJCOSX wB97M-V def2-TZVPD def2/J DEFGRID3
* xyz -1 4
Co 0.25 0.39 0.21
Se 7.06 2.64 0.90
P 6.20 0.82 0.25
C 6.93 0.28 -1.33
C 8.32 0.31 -1.42
C 8.95 -0.15 -2.57
C 8.20 -0.63 -3.63
C 6.81 -0.65 -3.55
C 6.18 -0.19 -2.40
C 6.60 -0.54 1.39
C 6.93 -0.26 2.71
C 7.29 -1.29 3.57
C 7.32 -2.60 3.11
C 6.98 -2.89 1.80
C 6.62 -1.86 0.93
C 4.42 0.68 -0.02
C 3.24 1.43 0.05
N 2.23 0.54 -0.13
N 2.75 -0.67 -0.28
N 4.05 -0.61 -0.22
P 2.81 3.18 -0.02
Se 0.75 3.52 0.32
C 3.77 4.07 1.21
C 4.35 5.30 0.95
C 5.00 5.98 1.96
C 5.05 5.44 3.24
C 4.44 4.22 3.51
C 3.80 3.53 2.50
C 3.32 3.72 -1.69
C 2.36 4.15 -2.60
C 2.72 4.44 -3.91
C 4.04 4.30 -4.32
C 5.00 3.87 -3.41
C 4.65 3.57 -2.11
H 8.90 0.70 -0.60
H 10.04 -0.14 -2.63
H 8.69 -1.01 -4.52
H 6.22 -1.03 -4.38
H 5.10 -0.22 -2.33
H 6.90 0.76 3.06
H 7.54 -1.07 4.60
H 7.60 -3.41 3.78
H 6.99 -3.91 1.44
H 6.32 -2.08 -0.08
H 4.31 5.71 -0.05
H 5.48 6.93 1.76
H 5.57 5.97 4.03
H 4.48 3.79 4.51
H 3.34 2.57 2.70
H 1.34 4.26 -2.26
H 1.97 4.78 -4.61
H 4.32 4.53 -5.34
H 6.04 3.75 -3.73
H 5.41 3.25 -1.40
C -3.10 -1.78 -1.49
C -4.22 -2.86 -1.39
N -4.41 -3.24 0.02
C -3.15 -3.80 0.54
C -2.00 -2.76 0.40
N -2.54 -1.51 -0.17
C -3.60 -1.01 0.72
C -4.76 -2.04 0.78
H -3.49 -0.84 -1.89
H -2.28 -2.12 -2.13
H -3.95 -3.76 -1.95
H -5.17 -2.49 -1.77
H -2.94 -4.72 -0.01
H -3.32 -4.07 1.59
H -1.21 -3.12 -0.27
H -1.54 -2.53 1.36
H -3.95 -0.05 0.34
H -3.15 -0.85 1.70
H -5.68 -1.63 0.36
H -4.97 -2.34 1.81
I -0.56 0.61 -2.46
C -1.85 1.59 -1.11
C -2.90 2.39 -1.51
C -3.63 3.02 -0.52
C -3.28 2.82 0.81
C -2.23 1.97 1.11
N -1.51 1.37 0.16
H -3.12 2.53 -2.56
H -4.45 3.68 -0.78
H -3.82 3.31 1.61
H -1.93 1.76 2.13
F 3.49 -8.73 -0.12
C 3.04 -7.53 0.27
C 2.20 -6.81 -0.55
F 1.84 -7.32 -1.74
C 1.74 -5.57 -0.15
F 0.91 -4.93 -0.98
C 2.09 -5.00 1.08
Se 1.46 -3.30 1.61
C 2.94 -5.77 1.88
F 3.33 -5.32 3.07
C 3.41 -7.01 1.49
F 4.23 -7.71 2.28
O 0.03 -0.73 1.73
N -0.25 -0.41 2.95
C 0.72 -0.20 3.79
C 0.33 0.10 5.14
N 0.05 0.33 6.23
C 2.13 -0.20 3.51
N 3.26 -0.12 3.31
*
```

***

Please write out number 2 again, unchanged.
Molecular formula: C46H35N11Ti
Method: DFT, ωB97M-V/def2-TZVPD

For the frontier orbital gap (alpha / beta), the calculation gives 4.453 / 4.454 eV. The calculation puts the energy above the lowest of the compared OMol25 structures with the same formula, charge and spin at 94.80 kJ/mol. For the highest occupied orbital energy (alpha / beta), the calculation gives -11.47 / -11.48 eV. For the total energy, the calculation gives -87766.8996 eV.

The geometry in ORCA input format:
```
! RIJCOSX wB97M-V def2-TZVPD def2/J DEFGRID3
* xyz 2 1
Ti 13.31 11.50 13.38
C 15.05 13.35 19.43
C 16.37 13.43 18.90
C 16.55 13.36 17.50
C 15.41 13.11 16.72
C 15.27 12.76 15.31
N 16.34 12.82 14.49
C 16.26 12.39 13.27
C 17.30 12.63 12.22
C 18.50 13.31 12.29
C 19.30 13.36 11.14
C 18.85 12.79 9.94
C 17.63 12.14 9.87
C 16.87 12.06 11.04
C 15.51 11.53 11.28
N 14.72 11.04 10.33
C 13.41 10.84 10.46
N 12.65 11.08 11.57
C 11.29 10.98 11.23
N 10.27 11.32 11.96
C 10.34 11.87 13.21
N 11.48 11.90 14.01
C 11.09 12.60 15.15
N 11.91 12.85 16.22
C 13.19 12.70 16.18
N 14.00 12.41 15.07
C 14.12 13.02 17.28
C 13.91 13.17 18.64
C 9.74 13.03 15.03
C 8.85 13.75 15.87
C 7.60 14.00 15.43
C 7.16 13.60 14.15
C 7.95 12.85 13.36
C 9.28 12.54 13.83
C 11.23 10.43 9.89
C 10.16 10.05 9.09
C 10.48 9.50 7.85
C 11.79 9.33 7.38
C 12.83 9.80 8.19
C 12.55 10.33 9.45
N 15.21 11.67 12.62
H 14.89 13.45 20.50
H 17.23 13.47 19.53
H 17.51 13.46 17.07
H 18.83 13.72 13.24
H 20.26 13.82 11.13
H 19.47 12.87 9.06
H 17.27 11.67 8.98
H 12.94 13.12 19.13
H 9.19 14.07 16.87
H 6.83 14.53 16.03
H 6.14 13.91 13.86
H 7.65 12.51 12.34
H 9.13 10.18 9.36
H 9.66 9.16 7.22
H 12.01 8.94 6.42
H 13.84 9.69 7.83
N 13.83 17.65 11.02
C 13.66 16.41 11.53
C 13.42 15.34 10.69
C 13.24 14.11 11.25
N 13.20 13.82 12.56
C 13.39 14.87 13.40
C 13.65 16.15 12.91
H 14.12 17.68 10.06
H 14.25 18.39 11.56
H 13.40 15.49 9.61
H 13.04 13.26 10.61
H 13.31 14.69 14.48
H 13.80 16.98 13.57
C 10.48 8.03 17.22
N 10.81 9.10 16.23
C 10.38 8.71 14.84
C 12.27 9.59 16.31
C 13.20 8.88 15.33
C 13.69 7.63 15.71
C 14.54 6.89 14.85
C 14.78 7.42 13.58
C 14.27 8.67 13.23
C 13.50 9.45 14.08
H 9.44 7.76 17.15
H 10.61 8.34 18.23
H 11.11 7.16 16.97
H 10.27 9.92 16.51
H 10.67 7.63 14.71
H 10.90 9.29 14.12
H 9.29 8.84 14.82
H 12.58 9.47 17.35
H 12.22 10.65 16.13
H 13.41 7.18 16.65
H 14.94 5.92 15.15
H 15.38 6.80 12.94
H 14.59 9.04 12.26
*
```